57
Properties=species:S:1:pos:R:3:forces:R:3 method="wB97M-V/def2-TZVPD" largest_force_ev_per_a=1.56 charge=0 e_tot_ev=-62141.3664
C 2.265 -3.500 -0.141 -1.2 0.1 -0.1
C 1.982 -2.931 -1.551 1.1 0.0 0.0
C 2.131 -1.390 -1.687 -0.7 0.2 0.4
C 1.907 -0.597 -0.367 -1.0 0.1 -1.1
C 1.337 0.792 -0.732 1.0 0.1 0.1
C 1.151 1.761 0.456 0.4 -0.3 0.0
C 0.615 1.126 1.768 -0.3 1.1 0.3
C -0.704 1.772 2.314 0.1 -1.2 0.4
C -1.787 0.664 2.372 0.0 0.4 -0.3
C -2.191 0.166 0.990 -0.2 -0.2 1.1
C -1.944 0.940 -0.107 0.4 0.8 -0.5
N -2.273 0.545 -1.346 -0.3 -0.4 -0.8
S -1.891 1.610 -2.674 0.2 0.5 0.0
C -2.893 -0.616 -1.557 0.1 -0.1 0.1
C -3.202 -1.426 -0.490 -0.3 -1.4 -0.4
C -3.957 -2.728 -0.823 -0.5 1.1 0.1
C -5.211 -2.330 -1.627 -0.1 0.1 0.0
N -5.835 -1.281 -1.293 0.2 -0.2 -0.2
C -2.840 -1.063 0.797 0.1 0.2 -0.1
C -3.139 -1.977 1.978 -0.3 -0.2 0.9
O -3.991 -1.759 2.796 0.8 0.0 -0.9
O -2.324 -3.069 2.076 -0.6 0.6 -0.6
H 3.060 -2.983 0.402 0.1 -0.3 -0.3
H 2.408 -4.585 -0.197 0.3 0.3 0.1
H 1.350 -3.361 0.460 0.3 0.0 0.0
H 2.702 -3.390 -2.245 -0.3 0.0 0.1
H 0.986 -3.258 -1.882 0.2 0.1 0.1
H 3.069 -1.069 -2.154 -0.1 -0.3 0.1
H 1.323 -1.055 -2.361 0.4 0.0 0.0
H 1.102 -1.134 0.161 0.5 0.1 0.3
H 2.815 -0.497 0.236 -0.2 -0.1 0.0
H 2.076 1.263 -1.401 -0.3 0.0 0.1
H 0.436 0.632 -1.347 0.0 0.1 0.3
H 2.140 2.203 0.671 -0.3 -0.2 -0.2
H 0.528 2.617 0.141 0.1 -0.2 0.1
H 1.383 1.281 2.536 -0.1 -0.2 -0.2
H 0.440 0.046 1.713 0.2 0.2 -0.2
H -0.547 2.100 3.348 -0.1 0.1 -0.3
H -1.040 2.637 1.731 0.1 -0.1 0.2
H -1.377 -0.189 2.933 -0.2 0.2 -0.1
H -2.701 0.989 2.891 0.2 -0.1 -0.1
H -1.449 1.904 -0.049 0.0 -0.2 0.1
H -2.177 0.786 -3.707 0.0 -0.1 0.5
H -3.142 -0.900 -2.573 0.1 0.2 0.2
H -3.329 -3.440 -1.366 -0.1 0.0 0.2
H -4.305 -3.133 0.138 0.1 -0.4 -0.4
H -5.554 -2.912 -2.494 0.4 -0.3 0.3
H -6.626 -1.126 -1.919 -0.1 0.0 0.2
H -1.951 -3.225 1.195 0.4 -0.1 0.3
C 5.048 5.259 0.367 0.0 0.4 -0.1
F 3.738 5.583 0.374 0.0 -0.2 0.0
F 5.537 5.660 -0.818 0.0 -0.2 0.0
F 5.638 6.017 1.303 0.0 -0.2 0.1
S 5.319 3.457 0.659 0.3 -1.5 0.3
O 4.616 2.798 -0.432 -0.3 0.5 -0.1
O 4.732 3.205 1.961 -0.3 0.5 -0.1
O 6.752 3.295 0.621 0.0 0.5 -0.2

59
Properties=species:S:1:pos:R:3:forces:R:3 method="wB97M-V/def2-TZVPD" largest_force_ev_per_a=2.12 charge=+1 e_tot_ev=-58224.4459
O 3.741 0.071 3.546 0.0 -0.1 0.2
C 3.631 0.345 2.394 -0.1 0.3 0.2
C 2.687 1.469 1.917 0.2 -1.0 0.0
C 1.639 0.877 1.030 0.5 0.1 0.1
N 1.698 -0.328 0.462 -0.5 0.3 0.0
C 0.593 -0.546 -0.340 -1.0 0.1 -0.4
C 0.343 -1.766 -1.165 0.9 0.3 -0.1
C 1.596 -2.100 -2.013 -1.0 0.3 0.5
C 1.833 -1.156 -3.135 0.1 0.7 -0.1
F 1.106 -1.362 -4.258 0.7 -0.8 -0.2
C 2.736 -0.169 -3.169 -0.2 -0.4 -0.2
F 3.482 0.142 -4.205 -0.8 0.7 0.1
F 2.979 0.606 -2.109 0.9 -0.7 0.1
C -0.203 0.556 -0.256 1.0 -0.1 0.1
C -1.513 0.891 -0.871 -0.5 -0.5 0.9
C -2.680 0.213 -0.062 0.8 -0.1 -0.4
C -3.245 -1.048 -0.740 -0.2 0.3 0.1
S -2.972 -2.551 0.249 0.1 -0.1 0.3
N 0.487 1.422 0.616 -1.2 -0.2 -0.4
N -0.073 2.686 0.868 2.1 0.0 0.1
C -0.136 3.041 2.250 -0.7 0.0 0.5
O -0.920 2.625 3.004 -0.4 -0.7 0.4
F 0.760 3.947 2.604 0.4 0.4 -0.5
C 0.500 3.706 0.023 -0.5 0.3 -0.4
O -0.168 4.488 -0.522 -0.6 0.7 -0.3
F 1.808 3.676 -0.123 0.5 -0.7 0.3
H 4.233 -0.197 1.640 0.0 0.1 -0.2
H 3.311 2.181 1.378 -0.2 0.3 -0.1
H 2.241 1.900 2.808 0.0 0.2 0.1
H 2.440 -0.996 0.589 0.1 0.0 0.1
H -0.459 -1.509 -1.851 -0.3 -0.2 0.0
H 0.034 -2.599 -0.541 -0.1 -0.1 0.1
H 1.460 -3.091 -2.445 0.1 0.0 -0.1
H 2.488 -2.148 -1.391 0.1 -0.1 0.0
H -1.515 0.556 -1.903 0.0 0.2 -0.2
H -1.695 1.958 -0.814 0.3 0.2 -0.3
H -2.260 -0.059 0.904 -0.3 0.1 0.2
H -3.451 0.958 0.096 -0.2 0.0 0.0
H -2.851 -1.174 -1.744 0.0 -0.1 -0.1
H -4.316 -0.902 -0.839 -0.1 -0.3 -0.1
H -2.428 -3.382 -0.652 -0.1 0.2 -0.2
C -2.234 -1.553 -6.062 0.0 0.1 0.1
C -2.604 -2.373 -4.842 -0.3 0.0 -0.3
O -3.766 -1.856 -4.193 0.3 0.0 0.2
H -2.055 -0.514 -5.783 0.0 0.0 0.0
H -1.338 -1.947 -6.544 0.0 0.0 0.0
H -3.049 -1.557 -6.789 0.0 -0.1 0.0
H -1.795 -2.352 -4.109 -0.1 0.0 0.1
H -2.786 -3.415 -5.121 0.2 0.0 0.0
H -4.491 -1.882 -4.826 0.0 0.0 0.0
C 0.965 1.018 5.501 0.0 -0.1 -0.2
C 0.613 0.877 6.972 0.2 -0.3 0.0
O 0.234 -0.457 7.285 -0.2 0.1 -0.1
H 0.117 0.726 4.877 -0.1 0.1 0.1
H 1.242 2.048 5.262 0.0 0.0 0.0
H 1.797 0.361 5.236 0.1 0.1 0.1
H -0.230 1.517 7.226 0.0 -0.1 0.1
H 1.463 1.163 7.598 0.0 0.2 0.0
H 0.977 -1.033 7.079 0.0 0.0 0.1

56
Properties=species:S:1:pos:R:3:forces:R:3 method="wB97M-V/def2-TZVPD" multiplicity=6 largest_force_ev_per_a=4.35 charge=+2 e_tot_ev=-87315.5977
Fe 0.184 0.139 0.320 -1.6 -0.4 -0.8
P -1.547 1.267 -0.634 -0.5 0.5 -1.0
C -1.165 2.823 0.122 0.1 0.9 -0.1
C -0.283 2.840 1.213 0.6 -0.1 0.7
N 0.403 1.665 1.517 0.1 1.2 0.9
C 1.201 1.603 2.599 -0.2 0.1 0.2
C 1.328 2.677 3.482 0.0 -0.1 -0.1
C 0.702 3.885 3.171 0.1 -0.1 0.1
C -0.069 3.979 2.028 -0.4 -0.1 -0.7
C 1.905 0.291 2.865 -0.1 -0.2 -0.1
P 2.011 -0.693 1.294 1.9 -0.4 1.4
H -0.567 4.896 1.712 0.2 -0.1 0.3
H 1.909 2.536 4.392 -0.1 0.2 -0.3
H 0.822 4.746 3.822 0.0 -0.1 -0.1
H 2.916 0.456 3.264 -0.3 -0.1 0.0
H 1.328 -0.307 3.595 0.2 0.3 -0.2
H 2.217 4.020 -3.385 0.1 0.1 -0.2
H -1.546 3.771 -0.251 -0.1 -0.1 0.2
H 3.964 -0.706 -3.839 -0.3 0.0 -0.3
O 1.703 3.629 -2.678 0.1 -0.6 0.8
H 2.363 3.244 -2.072 -0.3 0.4 -0.6
H 0.472 -1.514 -0.665 -0.1 -2.9 -1.2
O 4.650 -0.440 -3.229 0.5 -0.5 0.1
H 5.393 -1.018 -3.485 -0.3 0.4 0.2
C 3.638 -0.199 0.647 -0.1 0.0 -0.5
H 4.416 -0.754 1.191 -0.2 0.2 -0.2
H 3.676 -0.438 -0.427 0.3 0.1 0.3
H 3.778 0.883 0.784 0.0 -0.3 -0.1
C 2.190 -2.416 1.810 -0.1 -0.2 -0.1
H 1.922 -3.063 0.961 0.2 0.1 0.4
H 3.231 -2.596 2.109 -0.4 -0.1 0.0
H 1.506 -2.611 2.647 0.2 -0.1 -0.2
C -3.208 0.852 -0.051 0.0 -0.2 0.2
H -3.941 1.488 -0.552 0.0 0.0 0.1
H -3.383 -0.207 -0.257 -0.2 0.4 0.0
H -3.226 1.017 1.031 -0.2 0.0 -0.1
C -1.629 1.489 -2.434 0.0 0.0 0.2
H -1.608 0.482 -2.879 -0.1 0.4 0.0
H -2.568 2.006 -2.683 0.4 -0.2 -0.1
H -0.755 2.071 -2.764 -0.3 -0.2 0.0
O 0.241 -2.449 -1.092 -0.4 1.9 0.7
C -1.105 -2.461 -1.109 -1.0 0.3 0.2
O -1.758 -1.535 -0.597 1.6 -0.8 -0.2
C -1.795 -3.621 -1.720 0.0 -0.2 0.2
C -3.184 -3.531 -1.930 0.3 -0.1 -0.3
C -3.897 -4.631 -2.379 0.4 -0.5 0.0
C -3.224 -5.853 -2.582 1.5 2.1 1.1
C -1.825 -5.939 -2.402 -0.8 -0.2 -0.1
C -1.119 -4.822 -1.961 -0.2 0.2 -0.4
N -4.021 -7.015 -2.775 -2.6 -3.4 -1.0
O -5.268 -6.861 -2.780 2.7 -0.1 0.1
O -3.475 -8.129 -2.924 -0.6 2.5 0.4
H -3.702 -2.594 -1.761 0.1 -0.1 0.1
H -4.967 -4.581 -2.536 0.1 0.0 0.1
H -1.321 -6.883 -2.580 -0.1 0.1 0.1
H -0.041 -4.863 -1.817 -0.2 -0.2 0.0

53
Properties=species:S:1:pos:R:3:forces:R:3 method="wB97M-V/def2-TZVPD" smiles="CCC(C)(C)C1CCC(=NNS(=O)(=O)c2ccc(C)c([N+](=O)[O-])c2)CC1" relative_energy_kcal_mol=122.6 largest_force_ev_per_a=1.34 charge=0 e_tot_ev=-42596.1163
C 2.240 -2.843 -3.975 -0.1 0.2 0.1
H 3.158 -2.716 -4.542 0.1 0.0 -0.1
H 2.203 -3.860 -3.594 0.0 -0.1 0.0
C 2.138 -1.821 -2.845 0.2 -0.1 0.0
H 1.199 -1.991 -2.316 -0.1 0.1 0.0
H 2.093 -0.827 -3.292 -0.1 0.1 0.0
C 3.295 -1.852 -1.829 0.1 0.0 0.1
C 4.602 -1.419 -2.508 -0.2 -0.1 0.1
H 4.487 -0.473 -3.031 0.0 0.1 -0.1
H 4.919 -2.163 -3.234 0.1 -0.1 -0.1
H 5.396 -1.312 -1.772 0.1 0.0 0.1
C 3.499 -3.276 -1.294 -0.1 0.2 -0.1
H 3.965 -3.903 -2.051 0.0 -0.1 -0.1
H 4.153 -3.265 -0.425 0.1 0.0 0.1
H 2.554 -3.732 -1.014 -0.1 -0.1 0.1
C 3.010 -0.896 -0.633 -0.2 -0.1 -0.3
C 1.859 -1.356 0.268 0.2 0.0 0.1
H 2.026 -2.371 0.625 0.0 0.0 0.0
H 0.916 -1.334 -0.278 0.0 -0.1 0.0
C 1.715 -0.440 1.489 -0.3 -0.1 0.1
C 1.575 0.987 1.069 0.2 -0.1 0.1
N 0.665 1.820 1.365 0.2 0.8 -0.5
N -0.395 1.424 2.166 -0.3 -0.8 0.2
S -1.408 0.166 1.640 -0.5 0.5 0.2
O -1.031 -0.224 0.316 0.0 0.2 -0.2
O -1.481 -0.833 2.659 -0.2 0.1 0.2
C -2.986 1.020 1.557 0.4 -0.2 0.0
C -3.790 1.095 2.670 -0.2 0.0 0.3
C -4.998 1.785 2.597 0.9 -0.1 -1.0
C -5.419 2.393 1.405 0.0 -0.1 0.3
C -4.576 2.281 0.298 0.1 -0.1 0.2
C -3.370 1.610 0.365 0.0 0.0 -0.1
H -2.721 1.518 -0.491 0.0 0.0 -0.2
H -4.882 2.731 -0.634 -0.1 0.0 -0.1
C -6.709 3.126 1.264 -0.3 0.2 0.0
H -6.895 3.367 0.221 0.0 0.0 -0.1
H -7.540 2.539 1.651 0.0 0.0 0.0
H -6.685 4.047 1.843 -0.1 0.0 0.0
N -5.784 1.836 3.813 -0.1 -0.1 0.4
O -5.501 1.047 4.685 0.0 -0.2 0.3
O -6.664 2.664 3.897 -0.2 0.3 0.0
H -3.491 0.613 3.589 -0.1 0.0 0.1
H -0.942 2.240 2.407 -0.1 -0.1 -0.1
C 2.667 1.468 0.168 -0.1 0.1 -0.2
H 2.473 2.499 -0.129 0.0 0.0 0.1
H 3.619 1.431 0.703 0.1 0.0 0.0
C 2.733 0.550 -1.057 0.3 0.0 0.2
H 1.775 0.602 -1.576 0.0 0.0 -0.1
H 3.511 0.917 -1.726 0.0 0.0 -0.1
H 0.869 -0.758 2.099 0.3 -0.1 0.1
H 2.623 -0.509 2.098 0.0 0.0 0.0
H 3.924 -0.893 -0.023 0.1 0.0 0.0
H 1.403 -2.711 -4.658 0.0 0.0 -0.1